(1)
C23H62N2O14P | wB97M-V/def2-TZVPD

Orbital gap: 5.88 eV
F_max: 0.1658 Eh/bohr
E: -2417.263956 hartree
E_LUMO: -4.439 eV

Geometry as ORCA input:
```
! RIJCOSX wB97M-V def2-TZVPD def2/J DEFGRID3
* xyz 1 1
N 4.4410 1.2691 2.6236
C 3.4811 1.5478 1.4789
C 2.6166 0.2393 1.1228
O 2.2682 0.2968 -0.3117
C 1.3833 -0.0916 2.0882
N 0.6985 1.0710 2.7541
P -0.5498 1.9036 1.7845
O -1.9080 1.2140 2.1528
O -0.5623 3.5618 2.2550
O -0.3590 1.7763 0.0968
H 5.3582 1.7066 2.3777
H 4.0895 1.8109 3.4352
H 2.8482 2.5041 1.6613
H 4.1506 1.7841 0.5559
H 3.3495 -0.6635 1.1988
H 2.3721 1.2427 -0.5910
H 0.5967 -0.6938 1.4767
H 1.7698 -0.7892 2.9326
H 1.3220 1.8023 3.1454
H 0.1818 0.6739 3.5826
H 0.0804 3.9932 1.6226
H 0.4012 2.3509 -0.2034
C 5.0633 -3.0340 -0.0117
O 3.7496 -3.5387 0.1902
C 3.0825 -3.8204 -1.0426
C 3.0646 -5.3198 -1.3333
O 4.3771 -5.8061 -1.6167
C 4.9401 -6.5074 -0.5151
H 5.5716 -3.0066 0.9546
H 5.6390 -3.6665 -0.6922
H 5.0127 -2.0142 -0.4073
H 3.5406 -3.2665 -1.8703
H 2.0512 -3.4703 -0.9325
H 2.4585 -5.4953 -2.2279
H 2.6101 -5.8727 -0.5040
H 4.4376 -7.4726 -0.3928
H 4.8676 -5.9327 0.4111
H 5.9944 -6.6911 -0.7321
C -2.8921 1.6250 5.5264
O -1.9673 2.7061 5.5649
C -2.5195 3.9117 5.0296
C -2.9181 4.8815 6.1406
O -4.0275 4.3838 6.8863
C -3.6348 3.8487 8.1442
H -2.4727 0.7967 6.1020
H -3.8549 1.9022 5.9629
H -3.0352 1.2939 4.4934
H -3.3718 3.6942 4.3754
H -1.7369 4.3753 4.4209
H -3.2371 5.8239 5.6840
H -2.0665 5.0952 6.7958
H -3.3435 4.6606 8.8190
H -2.8112 3.1382 8.0433
H -4.4935 3.3310 8.5763
C -6.3328 6.7606 6.8400
O -7.6589 7.0599 7.2543
C -8.0656 6.2765 8.3768
C -8.0221 7.0929 9.6670
O -6.6791 7.4129 10.0310
C -6.3446 8.7603 9.7254
H -6.0293 7.5067 6.1021
H -5.6312 6.7911 7.6780
H -6.3041 5.7736 6.3689
H -7.4523 5.3719 8.4651
H -9.0986 5.9666 8.1900
H -8.4371 6.4869 10.4786
H -8.6321 7.9981 9.5758
H -6.8597 9.4371 10.4153
H -6.6003 9.0177 8.6951
H -5.2678 8.8822 9.8604
C 2.8240 -5.7921 -8.3990
O 3.8744 -6.4483 -7.7010
C 4.2561 -5.7513 -6.5149
C 3.6918 -6.4293 -5.2678
O 2.2701 -6.3043 -5.2105
C 1.6079 -7.5054 -5.5853
H 2.4688 -6.4591 -9.1870
H 1.9865 -5.5538 -7.7379
H 3.2019 -4.8760 -8.8631
H 3.9477 -4.7001 -6.5626
H 5.3493 -5.7804 -6.4679
H 4.0921 -5.9240 -4.3830
H 3.9973 -7.4802 -5.2234
H 1.7311 -8.2587 -4.7999
H 1.9828 -7.8956 -6.5340
H 0.5431 -7.2875 -5.6922
C 1.4243 -0.3791 -11.5037
O 0.2439 -0.1841 -10.7360
C -0.6223 -1.3188 -10.7745
C -0.5290 -2.1304 -9.4838
O 0.7445 -2.7643 -9.3626
C 1.5954 -2.0925 -8.4440
H 2.1095 0.4440 -11.2905
H 1.9189 -1.3210 -11.2518
H 1.1816 -0.3619 -12.5706
H -0.4071 -1.9458 -11.6476
H -1.6426 -0.9361 -10.8775
H -1.2800 -2.9260 -9.5158
H -0.7407 -1.5013 -8.6122
H 1.2402 -2.2565 -7.4208
H 1.6493 -1.0210 -8.6496
H 2.5973 -2.5175 -8.5347
*
```

---

(2)
C23H64AsF6O19S9 | wB97M-V/def2-TZVPD

Orbital gap: 8.60 eV
F_max: 0.0830 Eh/bohr
E: -8762.857596 hartree
ΔE to the lowest compared entry with this formula, charge and spin: 4.583 eV
E_LUMO: 1.632 eV

Geometry as ORCA input:
```
! RIJCOSX wB97M-V def2-TZVPD def2/J DEFGRID3
* xyz -1 1
As -1.1299 -0.5548 0.8862
F -0.6423 0.9818 0.1217
F -0.1494 -1.4227 -0.3477
F -1.5460 -2.1417 1.5822
F -2.2135 0.3040 1.9984
F -2.5366 -0.7243 -0.1635
F 0.1878 -0.5650 2.1046
O -3.2530 -3.9522 -4.1247
S -4.0924 -3.2082 -3.1545
O -4.5560 -1.7939 -3.3554
O -5.2770 -4.2275 -2.6190
C -6.1160 -3.8476 -1.5250
C -7.1127 -4.9460 -1.3266
C -3.1025 -3.1979 -1.6326
H -6.5923 -2.9183 -1.8374
H -5.5794 -3.7509 -0.5812
H -6.5639 -5.8465 -1.0507
H -7.6476 -5.0196 -2.2734
H -7.8759 -4.6339 -0.6136
H -2.1904 -2.7463 -2.0226
H -3.1699 -4.2439 -1.3333
H -3.6704 -2.4831 -1.0371
O -5.9417 2.4569 -3.3148
S -4.5789 2.6176 -2.8038
O -3.4065 2.8061 -3.7379
O -4.7210 4.0035 -1.9186
C -3.5595 4.4745 -1.3751
C -3.2095 5.8516 -1.8919
C -4.2004 1.3922 -1.3918
H -2.6742 3.8476 -1.2691
H -3.7390 4.4759 -0.3000
H -4.0115 6.5898 -1.8898
H -2.5732 5.8996 -2.7756
H -2.5005 6.2588 -1.1711
H -4.9714 1.5246 -0.6328
H -3.1876 1.5811 -1.0357
H -4.1522 0.4004 -1.8414
O 3.9712 4.2338 3.0187
S 4.4379 2.9766 3.5812
O 4.2358 2.6283 5.0168
O 4.0014 1.6589 2.6944
C 2.8091 1.8659 1.9321
C 3.2623 2.1533 0.5456
C 6.3088 2.8614 3.1749
H 2.3045 2.7308 2.3627
H 2.1232 1.0189 1.9437
H 3.8913 1.3417 0.1798
H 3.7753 3.1074 0.4243
H 2.4196 2.1325 -0.1454
H 6.6725 2.2078 3.9677
H 6.7577 3.8510 3.2611
H 6.6032 2.4454 2.2114
O -1.2770 5.5440 3.6441
S -1.5751 5.3743 2.2318
O -2.7100 6.0179 1.5913
O -0.2812 5.7540 1.2895
C 0.9796 5.4403 1.8242
C 1.7672 6.7284 2.2367
C -1.8476 3.6275 1.8551
H 1.5738 4.9027 1.0854
H 1.1489 4.7618 2.6603
H 1.2932 7.2472 3.0699
H 1.8861 7.4518 1.4300
H 2.7048 6.3122 2.6053
H -1.2053 2.9678 2.4385
H -1.8281 3.5433 0.7686
H -2.8390 3.4145 2.2551
O 3.8265 1.2643 -3.3707
S 2.5364 1.8456 -3.3713
O 2.3788 3.2402 -2.9789
O 1.8492 1.7485 -4.8699
C 2.4751 0.8335 -5.7608
C 1.5522 0.6575 -6.9711
C 1.3694 0.5882 -2.5674
H 2.6180 -0.0586 -5.1510
H 3.4156 1.1541 -6.2087
H 1.6889 -0.2819 -7.5068
H 1.8883 1.4625 -7.6246
H 0.4745 0.7502 -6.8372
H 0.5226 1.2743 -2.5490
H 1.7767 0.4481 -1.5661
H 1.1937 -0.3299 -3.1281
C -4.6598 -4.2167 2.1021
S -5.0230 -3.8885 3.8504
O -6.3939 -3.2455 3.8756
C -3.6931 -2.6598 4.1793
H -5.4980 -4.8586 1.8313
H -3.6901 -4.6924 1.9556
H -4.7485 -3.3384 1.4627
H -2.6869 -3.0175 3.9608
H -3.7233 -2.6081 5.2676
H -3.8244 -1.7067 3.6669
C 3.6246 -1.7202 3.0826
S 3.0540 -1.2558 4.7825
O 3.6368 -2.3162 5.7849
C 1.2789 -1.5220 4.7293
H 4.6992 -1.5838 2.9614
H 3.1887 -1.0792 2.3163
H 3.3478 -2.7520 2.8664
H 0.8073 -0.6071 4.3706
H 0.8852 -1.7181 5.7266
H 1.1085 -2.4522 4.1873
C 5.0834 -2.4548 -3.6755
S 3.5287 -3.1790 -2.9271
O 3.7497 -4.5464 -2.3622
C 3.4229 -2.0881 -1.4251
H 4.8911 -1.4370 -4.0147
H 5.4334 -3.0755 -4.5003
H 5.8577 -2.5279 -2.9118
H 3.8531 -2.6029 -0.5660
H 2.4113 -1.7995 -1.1397
H 3.9637 -1.1769 -1.6806
C 1.5504 -4.0983 0.5030
S 2.4039 -5.3390 1.5885
O 1.9688 -6.7515 1.2152
C 4.0544 -5.1365 0.8490
H 0.5728 -3.9057 0.9451
H 1.4757 -4.3577 -0.5530
H 2.0288 -3.1207 0.4425
H 4.1099 -5.2274 -0.2357
H 4.7580 -5.8636 1.2545
H 4.5186 -4.2131 1.1955
*
```

---

(3)
C23H66F3HfN3O20S2 | wB97M-V/def2-TZVPD

Orbital gap (spin up / spin down): 5.70 / 7.45 eV
F_max: 0.2043 Eh/bohr
E: -3728.827146 hartree
E_LUMO (spin up / spin down): 1.741 / 1.575 eV

Geometry as ORCA input:
```
! RIJCOSX wB97M-V def2-TZVPD def2/J DEFGRID3
* xyz -1 2
Hf -2.2501 -3.6219 3.9172
C -4.7141 -0.5383 2.4822
C -5.4444 -1.7730 3.0895
O -4.4296 -2.6228 3.4971
H -5.2807 0.2839 2.0452
H -4.2327 -0.9270 1.5849
H -4.0598 -0.0982 3.2347
H -6.1398 -2.0959 2.3146
H -6.0495 -1.3715 3.9024
S -0.3606 -5.9736 4.0389
O -1.4223 -5.5083 4.8697
O -0.6068 -7.3443 3.5741
O -0.6413 -4.9825 3.0678
O 0.9100 -5.7276 4.7102
C -0.1666 -0.1731 0.9667
F 0.0849 0.4291 -0.1583
F 0.9738 -0.4270 1.5764
F -0.9545 0.5692 1.7941
S -1.1067 -1.8492 0.6617
O -0.1588 -2.7263 -0.0523
O -1.4944 -2.3680 2.0493
O -2.2658 -1.6151 -0.2096
C 3.8945 1.5831 8.1669
O 3.8829 1.3523 6.7359
C 2.9017 2.1252 6.0903
C 2.9644 2.0357 4.5494
N 1.8192 2.7662 4.0391
C 1.7186 3.1186 2.6141
C 0.3058 3.6320 2.1607
O -0.1029 4.7142 2.9808
C -1.4257 5.1785 2.5704
H 4.0287 2.6229 8.4651
H 4.7586 1.0022 8.4895
H 2.9286 1.2786 8.5699
H 2.9587 3.1661 6.4085
H 1.9766 1.6016 6.3316
H 2.8436 0.9564 4.4571
H 3.8789 2.5159 4.2013
H 1.7484 3.6195 4.5747
H 2.0253 2.2612 2.0149
H 2.3415 3.9671 2.3309
H -0.4402 2.8373 2.1707
H 0.2826 4.0088 1.1382
H -1.5675 6.1314 3.0803
H -2.2304 4.5431 2.9404
H -1.5898 5.2731 1.4970
C 3.0859 0.8745 -1.1278
O 3.8986 1.4299 -2.1864
C 5.3147 1.5991 -1.8394
C 6.0604 2.4857 -2.8965
N 6.2439 1.7907 -4.1695
C 5.1015 2.0489 -5.0126
C 5.2352 1.1967 -6.2924
O 4.8325 -0.1358 -5.8514
C 5.0168 -0.9730 -6.9208
H 2.1075 0.5082 -1.4388
H 2.7682 1.6460 -0.4263
H 3.7279 0.1389 -0.6432
H 5.8206 0.6738 -1.5637
H 5.3184 2.0783 -0.8604
H 7.0205 2.8023 -2.4891
H 5.5994 3.4733 -2.9084
H 6.0693 0.8137 -3.9819
H 4.8935 3.0574 -5.3703
H 4.2645 1.6929 -4.4121
H 6.2865 1.2264 -6.5789
H 4.5842 1.5525 -7.0910
H 4.3629 -0.6238 -7.7199
H 4.8249 -2.0118 -6.6520
H 6.0336 -0.8802 -7.3024
C 0.8852 -1.4355 -3.7168
O -0.0992 -0.4347 -3.3124
C -0.1834 0.5881 -4.3730
C -1.0813 1.7100 -3.6618
N -0.3539 2.2512 -2.4746
C -1.1955 3.1605 -1.7785
C -2.3309 2.5228 -1.0041
O -2.8360 3.3797 -0.0143
C -4.0651 2.9772 0.5825
H 0.8896 -2.3585 -3.1370
H 1.9028 -1.0584 -3.8193
H 0.6029 -1.8703 -4.6756
H -0.6458 0.0917 -5.2261
H 0.7750 1.0612 -4.5869
H -1.9404 1.1407 -3.3071
H -1.5291 2.4819 -4.2877
H -0.3531 1.4767 -1.8264
H -1.7483 3.8599 -2.4057
H -0.5556 3.6863 -1.0698
H -2.0817 1.5021 -0.7137
H -3.1201 2.4606 -1.7534
H -4.2641 3.5364 1.4968
H -4.1845 1.9357 0.8811
H -4.8622 3.2482 -0.1099
O 2.2927 -5.3310 0.8087
H 1.9455 -6.2031 0.6211
H 1.6283 -4.7304 0.4710
O -1.9043 -4.4852 -0.6124
H -1.1106 -3.9853 -0.4216
H -2.1776 -4.1806 -1.4777
O -2.1644 -1.2585 4.4006
H -1.3551 -0.8608 4.7217
H -2.7921 -0.5364 4.3727
O -3.0012 -4.4932 1.9312
H -2.6408 -4.9439 1.1676
H -3.9470 -4.4897 1.7836
O -1.9503 -2.2605 -2.8500
H -1.1456 -1.8328 -3.1427
H -1.8697 -2.2969 -1.8969
C -7.0875 -4.0002 -1.8256
C -5.8787 -3.5165 -2.5931
O -5.0750 -2.9329 -1.6575
H -7.8556 -4.4192 -2.4756
H -7.5970 -3.1894 -1.3049
H -6.7217 -4.7634 -1.1388
H -6.0195 -2.7845 -3.3883
H -5.3168 -4.3838 -2.9396
H -4.4448 -2.3299 -2.0586
*
```

---

(4)
C23H67N9O9P3S2V | wB97M-V/def2-TZVPD

Orbital gap (spin up / spin down): 4.43 / 4.89 eV
F_max: 0.0967 Eh/bohr
E: -4850.761698 hartree
E_LUMO (spin up / spin down): -5.986 / -5.520 eV

Geometry as ORCA input:
```
! RIJCOSX wB97M-V def2-TZVPD def2/J DEFGRID3
* xyz 1 2
O 4.4046 0.6345 1.1234
V 3.6551 0.2732 -0.1384
O -0.1785 0.4424 -1.1102
C 1.0743 0.2375 -0.7084
O 1.5423 0.8158 0.3125
O 1.8881 -0.3781 -1.4460
H -0.1835 -0.1899 -1.8749
O 3.7557 -1.8336 0.6073
P 3.8061 -3.2945 0.9260
N 4.2948 -3.7165 2.4895
C 4.7102 -5.0262 2.9344
C 4.4166 -2.6141 3.4509
N 4.8052 -4.1840 -0.0877
C 6.2237 -4.2816 0.2782
C 4.4272 -4.9735 -1.2500
N 2.3320 -3.9942 0.7115
C 1.1628 -3.3533 0.1140
C 2.0185 -5.4221 0.9644
H 5.7556 -5.2129 3.1905
H 4.6342 -5.7278 2.0969
H 3.9815 -5.4281 3.6394
H 4.0560 -1.6691 3.0466
H 5.4848 -2.4239 3.6012
H 3.9421 -2.8469 4.4030
H 6.8908 -4.5684 -0.5315
H 6.5367 -3.2668 0.5498
H 6.4411 -4.8724 1.1680
H 4.8377 -4.4578 -2.1186
H 4.8280 -5.9866 -1.1623
H 3.3571 -5.1559 -1.3383
H 0.2621 -3.8756 0.4406
H 1.1215 -2.2846 0.2897
H 1.1318 -3.5669 -0.9620
H 2.7864 -6.0189 1.4425
H 1.5732 -5.8543 0.0713
H 1.2600 -5.3677 1.7518
O 0.2638 4.6163 -5.4072
P -0.6933 4.6464 -4.2683
N -1.0193 6.2184 -3.7407
C 0.0736 7.0728 -3.3345
C -2.0263 6.9946 -4.5311
N -0.1923 3.9052 -2.8476
C 0.9238 2.9594 -2.9937
C -0.8364 3.9718 -1.5299
N -2.2129 4.0014 -4.6071
C -3.3806 4.1366 -3.7638
C -2.4730 3.4318 -5.9448
H 0.6033 7.3787 -4.2488
H 0.8220 6.5839 -2.7082
H -0.2528 7.9972 -2.8576
H -2.0700 6.4466 -5.4805
H -1.6570 7.9220 -4.9699
H -2.9570 7.0328 -3.9782
H 0.6257 2.1248 -3.6311
H 1.7817 3.4089 -3.5025
H 1.3452 2.7137 -2.0189
H -0.0962 4.0796 -0.7357
H -1.4153 4.8914 -1.5946
H -1.4139 3.0553 -1.3922
H -3.0182 4.3091 -2.7558
H -4.1297 4.8744 -4.0634
H -3.9558 3.2085 -3.6650
H -1.8292 3.9133 -6.6765
H -3.5167 3.6127 -6.2072
H -2.3648 2.3449 -5.9624
O -2.5863 -1.4252 3.7161
P -1.6917 -0.3268 4.1620
N -0.0846 -0.7707 4.0799
C 1.0481 -0.0149 4.5846
C 0.3501 -1.8506 3.1854
N -1.8182 0.1183 5.7848
C -1.7486 1.5316 6.1578
C -1.9720 -0.9045 6.8054
N -1.8949 1.0950 3.2917
C -3.2374 1.6863 3.2367
C -1.0621 1.4833 2.1528
H 0.7928 0.8186 5.2323
H 1.6277 0.3241 3.7141
H 1.7862 -0.6322 5.1083
H 0.4276 -1.4716 2.1649
H -0.4081 -2.6336 3.2400
H 1.2268 -2.2711 3.6788
H -1.7299 1.6385 7.2409
H -0.9512 2.0976 5.6719
H -2.5998 2.1575 5.8594
H -1.0615 -1.5063 6.8754
H -2.1626 -0.4305 7.7664
H -2.8043 -1.5801 6.6065
H -3.7962 1.4269 4.1330
H -3.1573 2.7450 2.9936
H -3.7917 1.2471 2.3980
H -0.0137 1.2722 2.3762
H -1.1470 2.5268 1.8574
H -1.1867 0.8649 1.2579
C -2.6308 -0.1932 -3.6300
S -0.9514 -0.8526 -3.8333
O -0.9175 -2.3429 -3.5584
C -0.8651 -0.7815 -5.6510
H -2.9465 -0.3594 -2.5960
H -3.2447 -0.8601 -4.2365
H -2.7016 0.8599 -3.8926
H 0.0874 -1.2058 -5.9550
H -0.9145 0.2248 -6.0776
H -1.7401 -1.2697 -6.0792
C -4.3497 -3.0749 0.5729
S -3.8482 -2.0613 -0.8281
O -5.0901 -1.2723 -1.1906
C -2.8817 -0.8607 0.1773
H -3.4803 -3.5801 1.0036
H -5.1756 -3.7383 0.3387
H -4.6246 -2.4311 1.4116
H -1.8995 -1.2421 0.4651
H -3.4175 -0.6679 1.1068
H -2.7260 0.0845 -0.3378
*
```